[1]
# C26H45BBrCaCl3F16IK2NO11S3

A molecular structure, C26H45BBrCaCl3F16IK2NO11S3 (the ωB97M-V functional and the def2-TZVPD basis, the Open Molecules 2025 dataset).

Computed properties:
LUMO level, eV: -4.8
Energy relative to the best compared isomer or geometry (same formula, charge and spin), eV: 2.014
HOMO energy, eV: -6.55
Gap between HOMO and LUMO, eV: 1.752
Max |F|, eV/A: 7.07
Charge: 0

The geometry in XYZ format:
```
111
Properties=species:S:1:pos:R:3:forces:R:3
C -4.045 -4.348 -2.491 -0.8156 -0.8902 -0.0220
O -4.793 -4.759 -1.383 0.5108 1.0418 -1.2453
C -5.434 -3.646 -0.707 -0.6931 0.3238 2.1160
C -4.842 -3.515 0.726 0.8908 1.3490 -1.1557
C -3.463 -2.713 0.665 -1.5400 -0.2104 0.9700
C -3.808 -1.179 0.600 1.0223 -0.2108 -1.0571
B -2.524 -0.184 0.762 -0.2900 0.0780 1.6789
C -3.041 1.369 0.960 -0.3617 0.5277 -2.1873
C -1.351 -0.387 -0.365 0.4951 -0.4417 -0.2480
C -1.849 -0.877 -1.759 0.1594 -0.1001 -0.5852
C -2.300 0.313 -2.766 1.5788 -1.5817 1.1300
F -2.276 1.470 -2.099 -0.7919 -0.3992 -0.8025
F -1.266 0.391 -3.712 -0.6802 -0.1297 0.0306
C -3.627 0.028 -3.586 -0.3686 0.6423 -0.5268
F -4.545 -0.687 -2.929 0.7396 0.5980 -0.2008
F -3.247 -0.815 -4.697 0.3874 0.1894 1.4385
C -4.270 1.296 -4.299 1.1049 -0.9175 -1.1642
F -5.033 0.775 -5.277 -0.5206 0.4312 0.7489
F -3.253 1.931 -4.945 -0.3713 -0.3305 0.5188
C -4.933 2.330 -3.336 0.8778 1.2347 1.5174
F -4.046 3.351 -3.204 -0.3925 -0.5885 -0.5589
F -5.055 1.864 -2.076 -0.1297 -0.7565 -1.1374
S -6.578 3.099 -3.841 -3.4381 2.5840 1.4048
F -7.273 1.666 -4.050 1.2095 0.6482 -0.3615
F -7.088 3.055 -2.287 0.5865 -0.1477 -1.3950
F -6.025 4.602 -3.507 -0.2160 -1.4652 -0.6951
F -6.135 3.269 -5.373 0.1012 -0.7202 1.1236
F -7.996 3.778 -4.218 1.2991 -0.6813 0.0698
C -1.817 -0.540 2.236 -0.6408 0.3431 1.4377
C -1.225 0.746 2.862 0.9735 -1.0643 -0.6749
O -0.237 1.323 2.470 -0.9375 -0.2823 -0.0474
I -2.275 1.654 4.547 0.2903 -0.2597 -0.5706
H -3.052 -3.886 -2.175 -0.0782 -0.0015 0.0249
H -4.620 -3.601 -3.099 0.4705 -0.4319 0.1219
H -3.815 -5.270 -3.075 -0.0733 0.7200 0.1623
H -6.533 -3.811 -0.582 0.8630 -0.4384 -0.4286
H -5.349 -2.682 -1.278 0.2735 -0.7891 0.2404
H -5.528 -2.864 1.325 0.3249 -0.9613 -0.2099
H -4.758 -4.474 1.269 -0.2814 0.4927 -0.5606
H -2.823 -3.072 -0.187 -0.2257 0.2708 0.4154
H -2.925 -2.991 1.602 -0.1533 0.4987 -0.6989
H -4.570 -0.877 1.355 0.3695 -0.5734 -0.5245
H -4.243 -0.980 -0.428 -0.1471 -0.1123 0.8179
H -3.644 1.535 1.902 0.8464 -0.0077 -0.9756
H -2.173 2.119 0.836 -1.8665 -5.2907 0.2469
H -3.730 1.577 0.062 0.6024 0.1419 1.1025
H -0.669 -1.192 0.014 -0.5965 0.4855 -0.4200
H -0.701 0.522 -0.424 -0.4344 -0.6899 -0.4644
H -0.926 -1.403 -2.236 -0.3279 1.5118 0.9828
H -2.652 -1.710 -1.698 0.6569 1.2399 0.4713
H -2.659 -0.853 2.905 0.7137 0.1792 -0.4254
H -1.115 -1.402 2.210 0.0187 0.8456 0.1347
C 6.621 2.799 2.679 0.2390 0.0651 0.2407
O 5.777 2.472 1.575 -0.0545 0.0207 0.0895
C 4.584 1.975 1.927 0.0217 -0.1630 0.0418
O 4.196 1.795 3.044 -0.0236 0.0875 -0.0302
O 3.906 1.715 0.803 0.0332 0.1056 -0.2955
C 2.604 1.166 1.016 -0.2576 -0.1454 0.1279
H 7.553 3.189 2.271 -0.1232 -0.0486 -0.2028
H 6.163 3.568 3.300 -0.0544 -0.1520 0.0586
H 6.844 1.911 3.270 -0.1487 0.0666 0.0540
H 1.977 1.860 1.573 0.0948 -0.1136 0.1507
H 2.670 0.210 1.534 -0.0124 0.1056 0.1056
H 2.153 0.997 0.037 0.2552 0.0783 -0.0942
Ca -1.600 -2.516 -3.675 -0.8844 -0.7297 -0.6289
C 4.123 -3.107 -4.708 -0.1368 0.5206 0.0283
C 3.439 -2.872 -3.368 0.1621 -0.0380 0.5324
O 2.732 -4.007 -2.880 -0.3994 0.0563 -0.7017
C 3.507 -5.179 -2.649 0.0509 0.0056 0.8765
C 4.612 -4.979 -1.633 -0.5615 -0.7943 -0.6270
H 3.392 -3.423 -5.464 0.0568 -0.0018 -0.0356
H 4.610 -2.194 -5.052 -0.0799 -0.0015 0.0098
H 4.879 -3.883 -4.644 -1.9712 5.4086 0.7493
H 2.700 -2.077 -3.485 -0.0416 -0.0727 0.0436
H 4.153 -2.520 -2.616 -0.0031 -0.0424 0.0160
H 3.901 -5.569 -3.592 -1.4240 -0.1886 0.5006
H 2.815 -5.935 -2.275 -0.0862 0.1132 -0.1271
H 5.343 -4.236 -1.961 0.0169 0.1153 0.2056
H 5.148 -5.919 -1.457 -0.0965 -0.0467 0.0159
H 4.172 -4.609 -0.646 0.6404 -0.4550 -1.2138
Br 4.746 -3.185 0.611 0.0975 1.3746 1.1241
K 5.346 -5.361 -4.843 3.6508 -5.8426 -1.6052
C -3.273 4.566 7.276 0.2676 -0.0712 0.1103
Cl -4.422 5.323 8.390 -0.0455 0.0327 -0.0748
Cl -1.613 4.855 7.796 -0.1549 -0.0622 -0.1071
Cl -3.589 2.833 7.145 -0.2142 0.2366 0.4002
H -3.406 5.012 6.297 -0.0439 -0.0261 0.0872
F -6.422 -3.962 2.665 -0.2646 0.0183 0.0692
C 7.156 4.286 -1.838 -0.1418 0.1688 -0.1862
C 6.484 3.066 -1.232 0.1356 -0.0228 0.0300
C 6.566 2.066 -2.371 -0.0684 -0.0420 -0.1760
O 7.753 2.381 -3.114 -0.1053 0.1280 0.0819
C 8.249 3.655 -2.684 0.2091 -0.1113 0.0430
H 7.542 4.988 -1.098 0.0085 -0.0335 -0.0219
H 6.448 4.820 -2.479 0.0558 0.0317 0.0143
H 7.063 2.708 -0.381 -0.0872 -0.0226 -0.0458
H 5.465 3.245 -0.897 0.0551 -0.0700 0.0339
H 5.709 2.164 -3.049 -0.0719 -0.0205 0.0437
H 6.617 1.034 -2.021 0.0571 0.0153 -0.0453
H 9.156 3.482 -2.095 0.0113 0.0962 0.0039
H 8.510 4.259 -3.554 0.0085 -0.1031 -0.0443
N 0.656 0.033 9.134 -0.0469 0.3565 -0.5027
S -0.874 -0.205 8.830 -2.8480 -1.2497 0.3801
O -1.207 -0.763 7.545 0.6744 0.5819 0.2138
O -1.808 0.743 9.376 0.8245 0.2036 -0.2954
F -1.128 -1.460 9.782 0.7516 0.1215 0.1293
S 1.263 1.200 8.272 1.7160 1.4533 -1.0546
O 2.701 1.220 8.285 -0.6894 -0.5230 0.7294
O 0.625 2.488 8.353 -0.2604 -0.7024 0.2688
F 0.966 0.753 6.769 -0.2035 -0.1017 0.0006
K -2.121 3.783 0.992 0.5157 4.5263 0.9436
```
Forces are in eV/Å.

Results of the Mulliken charge analysis, in e, for atoms 1 through 6:
1. C 0.30
2. O -0.38
3. C 0.19
4. C -1.13
5. C 0.29
6. C -0.43

---

[2]
# C5H7Br

2 unconnected molecules or ions with the total composition C5H7Br (the ωB97M-V functional and the def2-TZVPD basis, the Open Molecules 2025 dataset).

Computed properties:
LUMO level, eV: 0.8
Structure (SMILES): C1=CCC=C1.Br
Energy relative to the best compared isomer or geometry (same formula, charge and spin), eV: 0.580
HOMO energy, eV: -8.38
Gap between HOMO and LUMO, eV: 9.191
Max |F|, eV/A: 3.72
Charge: 0

The geometry in XYZ format:
```
13
Properties=species:S:1:pos:R:3:forces:R:3
C 0.755 -1.172 -0.032 0.5285 1.7161 1.0996
C 1.186 0.113 0.622 -0.7466 1.3382 2.3908
C -0.693 -1.270 0.253 1.8543 3.1218 0.8240
C 0.075 0.718 1.221 3.1124 -0.4447 -0.9774
C -1.012 -0.173 1.005 -2.7700 -1.6447 -0.0397
Br -0.447 2.599 -3.626 -0.2117 -0.1093 0.2154
H 1.185 -1.002 -0.982 -0.2983 -0.3998 -1.9964
H 1.314 -1.976 0.363 0.6402 -1.2003 0.6071
H -1.399 2.129 -2.667 0.2236 0.0888 -0.1898
H 2.246 0.439 0.814 -1.2726 -0.3483 -0.7056
H -1.286 -1.993 -0.158 -1.6578 -1.7371 -0.5611
H 0.111 1.688 1.742 -0.2859 -0.7735 -0.2089
H -2.033 -0.101 1.446 0.8839 0.3927 -0.4580
```
Forces are in eV/Å.

Results of the Mulliken charge analysis, in e, for atoms 1 through 6:
1. C -0.45
2. C -0.36
3. C -0.57
4. C -0.47
5. C -0.29
6. Br -0.21

---

[3]
# C3H12F6FeN2O11S2

A molecular structure, C3H12F6FeN2O11S2 (the ωB97M-V functional and the def2-TZVPD basis, the Open Molecules 2025 dataset).

Computed properties:
LUMO level (alpha / beta), eV: -3.9 / -6.9
Energy relative to the best compared isomer or geometry (same formula, charge and spin), eV: 2.315
Expectation value of S²: 8.756
HOMO energy (alpha / beta), eV: -13.43 / -13.34
Gap between HOMO and LUMO (alpha / beta), eV: 9.573 / 6.493
Max |F|, eV/A: 6.10
Charge: +1
2S+1: 6

The geometry in XYZ format:
```
37
Properties=species:S:1:pos:R:3:forces:R:3
Fe -0.626 0.570 -0.095 -0.1080 -1.2702 1.5655
C -0.367 -3.576 1.238 -1.0620 0.2335 -0.7815
F -0.800 -3.876 2.466 0.9513 -0.1240 -1.1114
F 0.671 -2.721 1.286 0.0265 -0.5662 0.3471
F -0.005 -4.664 0.512 -0.4506 1.2259 1.2995
S -1.806 -2.633 0.353 -4.3500 -2.7307 0.6823
O -2.009 -3.282 -0.944 1.0297 0.8620 1.1667
O -2.982 -2.657 1.259 2.9282 -0.0260 -1.6123
O -1.334 -1.251 0.196 1.3350 1.9905 0.3440
C 1.043 4.452 1.647 -0.2184 -0.8919 -1.0024
F 1.323 5.291 2.613 0.1523 -0.5292 -0.2189
F 0.666 5.121 0.559 -0.1032 0.1625 0.0242
F 2.162 3.737 1.248 -1.0137 0.3897 0.9179
S -0.420 3.313 2.161 0.6628 -0.9985 4.2932
O -1.599 4.145 2.113 0.9983 -0.6641 -0.4198
O -0.479 2.209 1.098 0.1417 0.6734 0.4893
O 0.006 2.806 3.533 -1.0411 1.0601 -4.5952
O 1.097 0.118 1.041 0.0802 -0.4269 0.2722
H 1.964 0.521 1.085 0.1928 0.4318 -0.0508
H 0.982 -0.297 1.896 -0.2665 -0.2685 0.5194
O -1.503 0.376 -1.991 -0.3498 0.4071 -0.2948
H -2.046 0.921 -2.561 -0.4520 0.4884 0.0237
H -1.119 -0.275 -2.578 0.5010 -0.6994 0.0743
O -2.594 0.948 0.442 -0.4076 0.1611 -0.5591
H -3.051 1.491 1.084 0.3210 0.6145 0.5809
H -3.291 0.575 -0.097 -0.2441 -0.6230 -0.2130
O 0.628 1.669 -1.119 0.8114 0.9926 -1.2501
H 1.535 1.920 -0.945 0.3347 0.0648 0.5076
H 0.382 2.176 -1.893 -0.3223 0.1671 -0.3689
C 1.416 -1.788 -1.705 -0.8119 -2.2505 -1.4807
O 0.746 -0.906 -1.270 -2.8247 3.5586 1.3264
N 0.954 -2.868 -2.260 -2.7269 -2.6794 -1.4392
N 2.681 -1.757 -1.721 5.8435 1.6526 0.6101
H 1.514 -3.483 -2.834 -0.2294 0.0677 0.3365
H -0.044 -3.015 -2.221 -0.0560 -0.3355 -0.0759
H 3.050 -0.879 -1.386 0.6793 -0.4548 -0.2703
H 3.251 -2.432 -2.210 0.0485 0.3349 0.3636
```
Forces are in eV/Å.

Results of the Mulliken charge analysis, in e, for atoms 1 through 6:
1. Fe 0.76
2. C 0.64
3. F -0.19
4. F -0.20
5. F -0.21
6. S 1.13